(a)
The following is a DFT calculation (ωB97M-V with the def2-TZVPD basis set) of 2 unconnected molecules or ions with the total composition H2N2O3.

The geometry in XYZ format:
```
7
Properties=species:S:1:pos:R:3
N 0.96228 0.40178 -0.42940
N -1.59401 -0.19611 -0.01911
O -2.00494 0.86204 0.31376
O -1.97586 -1.14704 -0.56921
O 1.73138 -0.17071 0.51807
H 0.61326 1.23651 0.01199
H 2.26788 -0.98648 0.17390
```

* gap between HOMO and LUMO (alpha / beta): 10.05 / 8.37 eV
* HOMO (alpha / beta): -9.862 / -9.336 eV
* LUMO energy (alpha / beta): 0.19 / -0.97 eV

(b)
The following is a DFT calculation (ωB97M-V with the def2-TZVPD basis set) of a single H2N2O3 molecule.

The geometry in XYZ format:
```
7
Properties=species:S:1:pos:R:3
N -0.19938 0.25897 -0.16429
O -0.28725 1.46090 0.52635
N 0.63276 1.59087 1.44964
O 1.09621 0.58281 1.88742
O 0.89794 2.94176 1.78235
H -0.06658 -0.47031 0.64290
H -0.96172 0.11671 -0.73965
```

* gap between HOMO and LUMO: 10.19 eV
* HOMO: -10.610 eV
* LUMO energy: -0.42 eV

The structure with the greatest stability is (a).

(a)
The following is a DFT calculation (ωB97M-V with the def2-TZVPD basis set) of a molecular structure, C19H28Br2F3N2O24S7.

The geometry in XYZ format:
```
85
Properties=species:S:1:pos:R:3
O -2.05911 -4.32337 -1.79144
S -1.98332 -4.82491 -0.43330
O -2.01050 -6.27215 -0.35040
C -3.56087 -4.37832 0.34580
C -4.19089 -3.07009 -0.14532
C -3.91908 -1.73880 0.56057
F -5.09818 -1.30139 1.14291
Br -2.60682 -1.77900 1.96969
C -3.55168 -0.60070 -0.42264
F -4.63065 -0.37157 -1.21513
F -3.32891 0.54846 0.25625
Br -2.06319 -0.98749 -1.55483
N -0.83655 -4.23194 0.50296
S 0.68328 -4.33424 -0.01211
O 0.88170 -5.11924 -1.19679
O 1.51359 -4.69847 1.11159
C 1.16684 -2.62226 -0.37049
C 0.70543 -1.63799 0.47883
C 1.00646 -0.31314 0.22193
C 1.82011 -0.08305 -0.87941
C 2.26443 -1.15476 -1.63085
N 1.94532 -2.43525 -1.42450
H -4.19167 -5.18649 -0.01050
H -3.52328 -4.47373 1.42707
H -5.26576 -3.17683 -0.05857
H -3.98245 -2.96741 -1.20778
H 0.10613 -1.91967 1.32121
H 0.63491 0.48875 0.83898
H 2.10615 0.92507 -1.14873
H 2.92390 -0.95656 -2.46675
C 6.62117 3.52289 -0.16301
C 5.96734 4.43396 -1.17952
O 5.21732 3.54878 -2.01614
S 4.67713 2.31216 -1.14549
O 3.33775 2.57489 -0.75648
O 5.03356 1.11722 -1.81156
O 5.62226 2.53703 0.12201
H 7.49645 3.02104 -0.58054
H 6.90061 4.04196 0.74951
H 6.69136 4.98660 -1.77259
H 5.27095 5.13081 -0.70695
C -4.92347 4.33693 2.05031
C -4.07242 3.62770 1.01921
O -2.73202 3.77620 1.51696
S -2.73782 3.77255 3.11140
O -2.42050 2.47974 3.59457
O -2.03106 4.91756 3.56210
O -4.31077 4.01234 3.30566
H -4.89042 5.42125 1.92312
H -5.95658 4.00134 2.04251
H -4.15033 4.06840 0.02989
H -4.30694 2.56473 0.96264
C 6.56713 4.87801 -5.88755
C 7.68894 4.30110 -6.72569
O 8.86767 4.52378 -5.93570
S 8.50059 4.41639 -4.38323
O 8.80988 3.11707 -3.91438
O 8.97983 5.57851 -3.72548
O 6.91472 4.52505 -4.54349
H 6.52962 5.96664 -5.96170
H 5.59592 4.46151 -6.13838
H 7.79135 4.79135 -7.68914
H 7.56914 3.22618 -6.87175
C 1.57035 1.07903 4.27157
C 2.79427 0.96279 5.15612
O 3.51277 -0.15251 4.62229
S 3.30336 -0.22453 3.02691
O 4.40753 0.39995 2.39102
O 2.88581 -1.53146 2.70170
O 2.05574 0.78276 2.95924
H 0.81052 0.34099 4.53583
H 1.13060 2.07277 4.28689
H 2.54562 0.77822 6.19751
H 3.42657 1.85122 5.08172
C -9.39722 -5.05154 0.82036
C -9.30033 -6.56076 0.73255
O -7.96865 -6.79959 0.26856
S -6.98183 -5.67522 0.84556
O -6.33173 -6.16706 2.00123
O -6.25787 -5.11964 -0.23791
O -8.11726 -4.64133 1.30945
H -9.55418 -4.60210 -0.16233
H -10.17565 -4.71912 1.50164
H -10.01643 -6.98996 0.03769
H -9.41570 -7.02799 1.71307
```

* gap between HOMO and LUMO: 6.65 eV
* total charge: -1
* HOMO: -5.121 eV
* LUMO energy: 1.53 eV

(b)
The following is a DFT calculation (ωB97M-V with the def2-TZVPD basis set) of 6 unconnected molecules or ions with the total composition C19H28Br2F3N2O24S7.

The geometry in XYZ format:
```
85
Properties=species:S:1:pos:R:3
O 3.30929 3.21097 -2.10072
S 3.58825 3.76700 -0.68424
O 3.92711 5.29978 -0.85132
C 5.18096 2.96667 0.00457
C 5.34556 1.40755 -0.46438
C 4.67613 0.29022 0.52047
F 5.78232 -0.51548 1.11485
Br 3.55857 0.99682 2.01430
C 3.71658 -0.81268 -0.29257
F 4.53505 -1.62349 -1.24552
F 3.15149 -1.79662 0.70518
Br 2.26355 0.06370 -1.37425
N 2.24093 3.69305 0.42233
S 0.75414 4.25514 -0.30896
O 0.93062 5.04380 -1.62789
O 0.05285 5.24569 0.70017
C -0.35770 2.70938 -0.51430
C -0.25506 1.64569 0.67402
C -1.11449 0.26300 0.59234
C -2.02278 0.24317 -0.76120
C -1.95931 1.48648 -1.77297
N -1.15769 2.74231 -1.76549
H 6.05835 3.56717 -0.53943
H 5.33165 3.16680 1.14962
H 6.51351 1.16396 -0.50689
H 4.96384 1.25432 -1.57800
H 0.43535 1.84960 1.60427
H -1.09320 -0.58900 1.39413
H -2.72049 -0.67865 -0.98899
H -2.68814 1.40128 -2.71793
C -7.72060 -0.83674 -0.22001
C -7.49219 -2.07066 -1.08892
O -6.39906 -1.73131 -1.93903
S -5.40001 -0.72000 -1.13929
O -4.31749 -1.50123 -0.58345
O -5.18629 0.45187 -1.95626
O -6.41941 -0.32978 0.07168
H -8.27172 -0.06551 -0.76776
H -8.25282 -1.07571 0.70460
H -8.37311 -2.33299 -1.67963
H -7.19271 -2.93085 -0.48088
C 3.62595 -5.74344 2.84490
C 2.88211 -4.86248 1.84473
O 1.71052 -4.42663 2.53044
S 2.04927 -4.28281 4.11946
O 2.34591 -2.89431 4.39371
O 1.07211 -5.04116 4.86543
O 3.45359 -5.11089 4.11194
H 3.17965 -6.74166 2.89905
H 4.68880 -5.83349 2.60512
H 2.61675 -5.40117 0.93195
H 3.47117 -3.97631 1.58581
C -8.07405 -2.84729 -5.79164
C -8.81789 -1.96633 -6.79181
O -9.98948 -1.53048 -6.10610
S -9.65073 -1.38666 -4.51708
O -9.35409 0.00184 -4.24283
O -10.62789 -2.14500 -3.77111
O -8.24641 -2.21474 -4.52460
H -8.52035 -3.84550 -5.73749
H -7.01120 -2.93734 -6.03142
H -9.08325 -2.50502 -7.70459
H -8.22883 -1.08015 -7.05073
C -2.29651 -0.20771 4.67040
C -3.41051 0.51370 5.42425
O -3.63054 1.72135 4.69902
S -3.33688 1.45068 3.11759
O -4.59995 1.19551 2.46134
O -2.39381 2.44076 2.65199
O -2.55612 0.02965 3.28785
H -1.31738 0.21875 4.91120
H -2.28584 -1.28113 4.87756
H -3.13990 0.73003 6.46047
H -4.33935 -0.06611 5.40441
C 10.80068 1.90664 0.03566
C 11.16414 3.36439 -0.23373
O 9.94509 3.98473 -0.63608
S 8.70281 3.26058 0.13383
O 8.36175 4.05891 1.29032
O 7.73139 2.84897 -0.85274
O 9.51225 1.94178 0.64713
H 10.71904 1.34169 -0.89853
H 11.52222 1.41627 0.69460
H 11.92426 3.46720 -1.01182
H 11.50959 3.85971 0.67986
```

* gap between HOMO and LUMO: 6.38 eV
* total charge: -1
* HOMO: -4.886 eV
* LUMO energy: 1.49 eV

The structure with the greatest stability is (a).

(a)
The following is a DFT calculation (ωB97M-V with the def2-TZVPD basis set) of a single C4H9N molecule.

The geometry in XYZ format:
```
14
Properties=species:S:1:pos:R:3
C 0.02836 -1.03896 -1.13266
C -0.40581 -0.32620 -0.09247
C -1.63963 -0.65015 0.68408
N 0.28911 0.79527 0.38292
C 1.66390 1.01873 0.05885
H -0.46168 -1.95005 -1.37092
H 0.93926 -0.83300 -1.67245
H -1.48029 -0.38708 1.72939
H -2.44350 0.00039 0.32031
H -1.96093 -1.68489 0.62392
H -0.30052 1.59512 0.54693
H 2.27405 0.23555 0.51251
H 1.83089 1.08327 -1.01492
H 1.98281 1.93791 0.54484
```

* gap between HOMO and LUMO: 9.18 eV
* HOMO: -8.044 eV
* LUMO energy: 1.14 eV

(b)
The following is a DFT calculation (ωB97M-V with the def2-TZVPD basis set) of a single C4H9N molecule.

The geometry in XYZ format:
```
14
Properties=species:S:1:pos:R:3
C -1.95740 0.47879 -0.33719
C -0.48484 0.42749 0.09517
C -0.03274 -0.86954 0.63857
N 0.60552 -0.44891 -0.57860
C 1.96298 0.02512 -0.19002
H -2.69724 0.26180 0.46383
H -2.24783 1.45108 -0.75068
H -2.08738 -0.29545 -1.09359
H 0.08942 1.32757 0.05121
H -0.74631 -1.65591 0.40065
H 0.55557 -1.03967 1.53464
H 2.02062 0.57821 0.77284
H 2.56622 -0.88044 -0.05397
H 2.45340 0.63985 -0.95286
```

* gap between HOMO and LUMO: 10.13 eV
* HOMO: -8.874 eV
* LUMO energy: 1.26 eV

The structure with the greatest stability is (a).

(a)
The following is a DFT calculation (ωB97M-V with the def2-TZVPD basis set) of a single C4H9N molecule.

The geometry in XYZ format:
```
14
Properties=species:S:1:pos:R:3
C 0.73357 -0.76044 -1.96638
C -0.12647 -1.26566 -0.73640
C -0.57032 -0.09058 0.09474
C 0.17436 0.50000 1.01740
N -0.36440 1.51728 1.84764
H 0.29793 0.12271 -2.43443
H 0.60545 -1.44628 -2.82026
H 1.75937 -0.75900 -1.62768
H -0.92435 -1.85492 -1.17347
H 0.57168 -1.88045 -0.15944
H -1.53812 0.30020 -0.20859
H 1.24288 0.35379 1.12264
H 0.26338 2.16600 2.29229
H -1.10590 2.00382 1.37631
```

* gap between HOMO and LUMO: 9.15 eV
* HOMO: -7.929 eV
* LUMO energy: 1.22 eV

(b)
The following is a DFT calculation (ωB97M-V with the def2-TZVPD basis set) of a single C4H9N molecule.

The geometry in XYZ format:
```
14
Properties=species:S:1:pos:R:3
C -1.53868 -0.70652 0.16245
C -0.68689 0.40667 -0.38474
C 0.19170 1.30005 0.40289
N 0.75585 0.30884 -0.47912
C 1.30990 -0.93935 0.09064
H -2.58444 -0.33206 0.15822
H -1.15862 -1.10209 1.13500
H -1.40799 -1.56275 -0.46565
H -1.08559 0.85279 -1.25744
H 0.41858 2.36500 0.16556
H 0.23854 1.04183 1.48786
H 2.39096 -0.74651 0.12174
H 1.02405 -1.28330 1.04784
H 1.21740 -1.75983 -0.66677
```

* gap between HOMO and LUMO: 10.10 eV
* HOMO: -8.935 eV
* LUMO energy: 1.16 eV

(c)
The following is a DFT calculation (ωB97M-V with the def2-TZVPD basis set) of a single C4H9N molecule.

The geometry in XYZ format:
```
14
Properties=species:S:1:pos:R:3
C -2.02464 0.24096 -0.08230
C -0.76328 -0.57763 0.22658
N 0.35030 -0.11098 -0.54023
C 1.09364 0.90392 0.19851
C 1.65669 -0.47502 -0.01966
H -2.83378 -0.01270 0.61595
H -1.76220 1.30764 0.01408
H -2.30295 0.10062 -1.16791
H -0.62667 -0.58258 1.30229
H -0.92406 -1.65849 -0.01531
H 1.49583 1.77506 -0.31145
H 0.67100 1.06284 1.18692
H 1.62438 -1.09009 0.89572
H 2.43191 -0.67885 -0.67747
```

* gap between HOMO and LUMO: 10.58 eV
* HOMO: -9.289 eV
* LUMO energy: 1.29 eV

(d)
The following is a DFT calculation (ωB97M-V with the def2-TZVPD basis set) of a single C4H9N molecule.

The geometry in XYZ format:
```
14
Properties=species:S:1:pos:R:3
C 0.17837 -2.00460 -1.67494
C 0.07645 -0.87606 -1.05597
N -0.17613 -0.65252 0.33036
C 0.50518 0.55321 0.88528
C -0.54579 1.80674 1.01118
H 0.33198 -1.90444 -2.83557
H -0.19682 -3.02571 -1.43991
H -0.01134 0.06828 -1.57750
H 0.01844 -1.44885 0.93774
H 1.17425 0.97077 0.13200
H 1.12350 0.22475 1.69297
H 0.05711 2.48902 1.57678
H -1.43799 1.45995 1.79298
H -1.09722 2.33947 0.22460
```

* gap between HOMO and LUMO: 9.47 eV
* HOMO: -8.291 eV
* LUMO energy: 1.18 eV

The structure with the greatest stability is (a).

(a)
The following is a DFT calculation (ωB97M-V with the def2-TZVPD basis set) of a single C4H9N molecule.

The geometry in XYZ format:
```
14
Properties=species:S:1:pos:R:3
C -1.02476 1.57463 0.68612
C 0.25776 1.23798 0.53867
C 0.72485 -0.21685 0.80723
N 0.96681 -0.94169 -0.39609
C -0.13042 -1.03130 -1.27892
H -1.36300 2.55793 0.43260
H -1.77872 0.83068 1.07650
H 0.96659 2.17513 0.23399
H -0.07742 -0.82726 1.34636
H 1.65460 -0.24279 1.26418
H 1.28449 -1.87642 -0.14433
H -0.85899 -1.98349 -1.05585
H -0.76328 -0.04656 -1.18038
H 0.14148 -1.20998 -2.33006
```

* gap between HOMO and LUMO: 9.80 eV
* HOMO: -8.589 eV
* LUMO energy: 1.21 eV

(b)
The following is a DFT calculation (ωB97M-V with the def2-TZVPD basis set) of a single C4H9N molecule.

The geometry in XYZ format:
```
14
Properties=species:S:1:pos:R:3
C 1.14004 -0.96095 0.34343
C 0.35324 0.21358 0.16776
C 1.00020 1.55564 0.55291
C -0.94299 0.17860 -0.27076
N -1.58796 -0.90325 -0.84490
H 1.31073 -1.43846 -0.60728
H 2.15754 -1.00740 0.75672
H 0.46990 -1.54818 0.95174
H 0.83870 1.91034 1.55845
H 2.04090 1.38332 0.34362
H 0.42191 2.40282 -0.05472
H -1.41365 1.18218 -0.43753
H -2.63660 -0.69408 -0.70042
H -1.37667 -1.78892 -0.65635
```

* gap between HOMO and LUMO: 8.51 eV
* HOMO: -7.486 eV
* LUMO energy: 1.03 eV

(c)
The following is a DFT calculation (ωB97M-V with the def2-TZVPD basis set) of a molecular structure, C4H9N.

The geometry in XYZ format:
```
14
Properties=species:S:1:pos:R:3
N 0.33389 0.33778 0.32066
C -0.16721 -0.64695 -0.54221
C -1.63908 -0.36279 -0.75292
C -1.95333 0.46414 0.31178
C -0.76298 0.52220 1.22997
H 5.99020 0.26400 -0.37071
H 0.38091 -0.76056 -1.47528
H -0.22371 -1.66971 -0.07876
H 6.37802 -0.07727 -0.89470
H -2.33613 -0.88187 -1.38580
H -1.54445 0.96589 -0.77731
H -2.95668 0.64063 0.68576
H -0.63907 1.48210 1.72658
H -0.86037 -0.27757 2.00294
```

* gap between HOMO and LUMO: 6.48 eV
* HOMO: -6.569 eV
* LUMO energy: -0.09 eV

The structure with the greatest stability is (b).

(a)
The following is a DFT calculation (ωB97M-V with the def2-TZVPD basis set) of a molecular structure, C4H9N.

The geometry in XYZ format:
```
14
Properties=species:S:1:pos:R:3
N 0.85101 -0.02528 -0.23370
C -0.01856 1.02437 -0.63190
C -1.31144 0.75660 0.10318
C -1.28048 -0.59211 0.39069
C -0.02791 -1.14888 -0.21144
H 3.23154 0.12119 0.31862
H 0.36914 2.02878 -0.47696
H -0.27719 0.89450 -1.71229
H 3.43548 0.03464 1.02825
H -2.15420 1.38051 0.37388
H -0.70312 0.24699 1.18060
H -2.13971 -1.18275 0.67790
H 0.36458 -1.96830 0.39674
H -0.33914 -1.57025 -1.20357
```

* gap between HOMO and LUMO: 6.77 eV
* HOMO: -6.675 eV
* LUMO energy: 0.09 eV

(b)
The following is a DFT calculation (ωB97M-V with the def2-TZVPD basis set) of a single C4H9N molecule.

The geometry in XYZ format:
```
14
Properties=species:S:1:pos:R:3
C -0.88213 -1.29309 -0.32361
C 0.06139 -0.45815 0.07207
C 1.36842 -0.95964 0.62410
C -0.08695 1.03875 0.10324
N -1.19802 1.51395 -0.73026
H -1.85636 -0.93461 -0.66193
H -0.75640 -2.38426 -0.23594
H 1.42366 -0.79429 1.73041
H 1.48182 -2.04451 0.44599
H 2.27668 -0.40448 0.22399
H -0.30592 1.36620 1.11988
H 0.91503 1.46637 -0.12499
H -1.42898 2.48601 -0.52336
H -1.01225 1.40176 -1.71960
```

* gap between HOMO and LUMO: 10.21 eV
* HOMO: -9.129 eV
* LUMO energy: 1.09 eV

(c)
The following is a DFT calculation (ωB97M-V with the def2-TZVPD basis set) of 2 unconnected molecules or ions with the total composition C4H9N.

The geometry in XYZ format:
```
14
Properties=species:S:1:pos:R:3
C -1.21405 -1.07376 -2.43783
C -1.98657 -1.49517 -1.42933
N -2.37610 -2.84404 -1.20092
H -0.60987 -1.56578 -3.16529
H -1.00306 -0.04733 -2.63267
H -2.35434 -0.75845 -0.65464
H -3.07235 -2.86407 -0.54066
H -2.14350 -3.56067 -1.85982
C 2.12796 2.69252 1.82628
C 2.74840 2.07360 2.85269
H 2.57989 3.54558 1.34369
H 1.19737 2.49873 1.32920
H 3.73578 2.13734 3.09648
H 2.37042 1.26149 3.47282
```

* gap between HOMO and LUMO: 9.20 eV
* HOMO: -8.158 eV
* LUMO energy: 1.04 eV

The structure with the greatest stability is (b).